This record from the OMol25 dataset describes a structure of composition C27H23CrO9S5 in a non-equilibrium geometry. The level of theory is wB97M-V/def2-TZVPD.

Geometry as XYZ:
```
65
Properties=species:S:1:pos:R:3:forces:R:3:lowdin_charge:R:1
Cr 0.8853 0.6660 0.3691 -0.5 0.1 0.1 0.496
O 1.3986 4.2230 2.7702 -0.3 1.1 0.4 -0.309
S 1.9694 3.4596 1.7061 1.5 -2.0 0.5 0.479
O 3.3287 2.9930 1.9378 -0.6 0.8 -0.4 -0.305
O 1.0651 2.3310 1.3979 -0.4 0.3 -0.4 -0.457
C 1.9825 4.4914 0.2426 -0.2 0.4 -0.1 -0.199
C 1.6486 5.8281 0.4810 -0.3 0.2 -0.8 -0.048
C 1.5751 6.7088 -0.6312 1.1 0.5 1.3 -0.088
C 1.9617 6.3367 -1.9123 -0.7 1.0 1.3 -0.094
C 2.3137 5.0312 -2.0810 -0.8 -0.3 -1.1 -0.098
C 2.2751 4.0929 -1.0812 0.1 -0.4 0.9 -0.189
S 2.7306 2.4425 -1.6569 -0.5 -0.8 -0.5 0.543
O 4.0124 2.1719 -1.0410 -0.3 0.0 -0.3 -0.287
O 2.6852 2.5126 -3.1048 0.6 0.4 0.2 -0.325
O 1.6506 1.4738 -1.2817 0.5 1.1 0.3 -0.415
H 1.4045 6.1406 1.5261 0.3 -0.3 -1.2 0.117
H 1.4545 7.7644 -0.4114 -0.5 0.0 -0.1 0.086
H 1.9093 7.0545 -2.7357 0.1 -0.3 0.2 0.102
H 2.3984 4.7005 -3.0866 0.6 -0.5 -0.6 0.094
S -0.1645 -0.3328 2.3120 -0.4 0.1 -0.3 0.617
C -1.9128 0.0312 2.1302 1.0 -0.6 0.7 -0.665
C -2.8048 -0.4729 3.1038 -0.9 -0.1 -1.5 -0.127
C -4.1937 -0.3980 2.8730 1.9 -0.2 1.8 -0.138
C -4.6462 0.2155 1.7625 -1.3 0.9 -1.3 -0.176
C -3.8056 0.7215 0.7903 1.6 0.3 0.1 -0.173
C -2.3817 0.6526 0.9721 -1.9 0.5 -1.1 -0.674
S -1.3981 1.2220 -0.4123 0.5 -0.6 1.1 0.635
H -2.4581 -1.1392 3.8689 0.4 0.2 0.5 0.083
H -4.9108 -0.7479 3.6040 0.1 -0.3 0.1 0.087
H -5.7210 0.2951 1.6929 -0.2 0.1 -0.5 0.092
H -4.1712 1.1448 -0.1499 0.0 -0.1 0.5 0.077
C 5.1135 -0.0703 0.5089 0.1 -1.5 2.3 -0.017
C 3.6471 -0.4110 0.3106 0.4 0.0 -0.5 -0.342
O 2.8614 0.3417 0.8767 -0.8 -0.2 0.2 -0.033
C 3.2236 -1.5823 -0.4628 0.4 -1.0 -0.6 -0.052
C 4.2050 -2.5332 -0.8599 0.0 0.7 0.0 -0.047
C 3.9019 -3.6924 -1.5438 1.8 -0.5 -0.5 -0.149
C 2.6072 -3.9175 -1.9374 -1.0 0.6 0.5 -0.120
C 1.6273 -2.9990 -1.6070 -2.1 -0.7 -0.6 -0.016
C 1.8541 -1.8085 -0.9011 1.7 1.6 0.7 -0.325
O 0.9587 -0.8918 -0.7765 -0.5 -1.5 0.2 -0.198
H 5.2398 0.9785 0.6408 -0.7 0.9 1.2 0.056
H 5.7440 -0.1075 -0.3362 0.6 -1.4 -1.2 0.056
H 5.4869 -0.7230 1.4391 -0.5 1.5 -2.1 0.144
H 5.2538 -2.2798 -0.7269 -0.2 -0.1 0.4 0.097
H 4.6773 -4.4196 -1.9166 -0.6 1.0 0.7 0.103
H 2.4298 -4.8116 -2.5003 -0.6 -0.3 -0.2 0.088
H 0.5391 -3.1174 -1.8627 1.2 -0.2 0.0 0.128
C -3.2502 -1.5108 -2.5397 1.2 1.2 0.9 -0.248
S -4.6250 -1.5183 -1.3827 0.7 0.9 1.4 0.872
O -5.6553 -2.3528 -2.0093 -1.3 -1.0 -0.7 -0.567
C -3.9739 -2.5438 0.0299 0.7 -0.5 -1.1 -0.330
C -4.7549 -3.6138 0.4687 1.5 -0.2 2.1 -0.072
C -4.2448 -4.5028 1.4805 -0.2 1.9 -2.3 -0.072
C -2.9140 -4.3755 1.8774 -1.2 -0.2 -0.4 -0.111
C -2.1266 -3.3606 1.4121 -1.5 1.5 -1.8 -0.061
C -2.6690 -2.4201 0.4828 1.5 0.0 0.4 -0.070
H -3.1796 -2.5246 -2.9114 0.5 -0.2 0.0 0.045
H -2.3329 -1.0503 -2.0143 -1.1 -1.0 -0.8 0.047
H -3.4991 -0.8104 -3.3607 -0.2 -0.4 0.5 0.054
H -5.7474 -3.6965 0.1384 -1.1 -0.3 -0.6 0.073
H -4.8834 -5.3043 1.7796 -0.1 -0.4 0.4 0.077
H -2.5248 -5.1401 2.4823 0.6 -0.8 1.0 0.078
H -1.1123 -3.2184 1.6482 1.1 0.0 0.5 0.076
H -1.9579 -1.6267 0.1190 -0.9 -0.9 0.3 0.097
```
Forces are in eV/Å.

Values from the calculation:
E_HOMO (spin up / spin down) ... -0.0658 / -0.0706 Eh
ΔE to the lowest compared entry with this formula, charge and spin ... 1.571 eV
Charge ... -2
Multiplicity ... 4

---

This record from the OMol25 dataset describes a structure of composition C27H23F6N5NiPS in a non-equilibrium geometry. The level of theory is wB97M-V/def2-TZVPD.

Geometry as XYZ:
```
64
Properties=species:S:1:pos:R:3:forces:R:3:lowdin_charge:R:1
Ni 11.4097 12.1179 7.6248 0.6 0.6 -0.9 0.777
C 13.5429 13.4968 5.1475 0.9 -2.7 0.3 0.001
C 14.0593 13.3019 6.5388 -0.1 0.1 1.4 -0.249
C 15.4224 13.5380 6.8192 0.0 -0.5 -0.9 0.002
C 15.9210 13.6835 8.0840 -0.4 0.2 1.1 0.004
C 14.9872 13.5520 9.1405 -0.4 0.0 1.0 0.026
C 13.6525 13.2746 8.8631 2.0 0.5 -0.9 -0.188
N 13.2304 13.0547 7.5726 -0.1 0.5 -0.4 0.084
C 12.5769 13.4511 9.8368 -1.0 -2.1 -0.3 -0.147
C 12.6225 13.8516 11.1682 0.2 0.3 -1.2 0.049
C 11.4160 14.1104 11.8262 0.2 -0.6 0.2 0.013
C 10.2308 13.8602 11.1696 0.0 -0.3 -1.1 0.048
C 10.2911 13.3165 9.8693 0.0 0.4 1.2 -0.185
N 11.4214 13.0244 9.2492 1.1 1.7 3.3 0.041
C 9.1791 13.1508 8.9833 -2.5 -0.3 -1.2 -0.160
C 7.8318 13.4029 9.3121 1.7 0.3 -0.1 0.033
C 6.9007 13.3725 8.2812 0.2 -0.9 -0.7 0.007
C 7.3636 13.1165 6.9695 -0.5 1.2 0.2 0.036
C 8.7333 12.8971 6.6922 -1.2 0.5 -0.4 -0.273
C 9.2885 12.7918 5.2872 -1.3 0.7 0.2 0.003
N 9.5699 12.8255 7.7045 0.0 0.1 1.0 0.068
H 12.5639 13.0113 4.9928 0.2 0.4 0.1 0.065
H 14.2916 12.9907 4.5008 -0.5 0.5 -0.1 0.106
H 13.4708 14.5469 4.9566 0.0 0.4 -0.2 0.065
H 16.0696 13.4760 5.9585 0.3 0.7 -0.1 0.126
H 16.9614 14.0029 8.2793 -0.7 -0.6 -0.2 0.141
H 15.2148 13.6444 10.2354 0.3 0.2 -1.4 0.133
H 13.6233 13.9909 11.5444 -0.2 0.4 0.6 0.118
H 11.3697 14.4304 12.8578 0.3 0.2 0.0 0.133
H 9.2641 14.0721 11.6056 0.2 0.1 0.1 0.123
H 7.6085 13.7614 10.3224 -0.2 -0.4 -0.5 0.125
H 5.8344 13.4758 8.5365 0.6 0.3 -0.5 0.137
H 6.6833 13.3328 6.1355 0.3 -0.6 0.3 0.134
H 9.7103 13.7580 4.9209 -0.1 -0.5 0.7 0.089
H 8.3913 12.6434 4.6532 0.9 -0.6 -0.1 0.103
H 10.0582 12.0174 5.2712 -0.3 -0.1 -0.5 0.037
F 11.5331 16.0535 7.0366 0.2 0.1 -0.6 -0.206
P 11.2730 16.8426 5.6146 -1.0 1.4 -1.2 0.300
F 12.4751 17.9164 5.9083 -1.1 -1.1 0.0 -0.160
F 10.0886 15.6782 5.2531 0.8 0.7 0.5 -0.238
F 10.9415 17.5378 4.1588 0.3 -0.5 1.4 -0.170
F 10.1463 17.7810 6.3495 1.1 -0.9 -0.6 -0.167
F 12.3660 15.8629 4.8420 -0.6 0.6 0.5 -0.219
S 12.0829 5.9879 5.3052 0.7 0.1 0.1 1.342
C 11.5344 7.6079 5.7407 -0.8 0.7 1.4 -0.460
C 10.9678 7.9475 6.9863 0.1 -0.2 -0.4 -0.034
C 11.0505 9.2453 7.4438 0.1 0.6 0.0 -0.065
N 11.4882 10.2881 6.6696 0.6 -1.6 -0.7 0.005
C 11.8835 9.9818 5.4056 -0.5 -0.6 0.8 -0.029
C 11.8866 8.6321 4.9174 0.6 2.5 -0.8 -0.030
C 13.6818 6.0295 6.0769 0.2 -0.6 -0.2 -0.473
C 13.9092 5.8890 7.4429 -0.9 1.3 1.6 -0.041
C 15.1876 5.6211 7.9165 1.0 -0.1 -0.1 -0.070
N 16.2801 5.4878 7.1201 -1.5 0.3 0.2 0.129
C 16.0752 5.7016 5.8110 -0.7 -0.4 0.7 -0.054
C 14.7884 5.9290 5.2724 1.5 -0.2 -1.4 -0.052
H 10.3787 7.2446 7.5434 0.4 -0.5 0.5 0.130
H 10.8461 9.4255 8.5217 -0.3 0.2 -1.0 0.145
H 12.2771 10.8031 4.7800 -0.5 -0.5 0.3 0.128
H 12.1677 8.5486 3.8693 0.3 -0.4 0.3 0.137
H 13.1523 6.2096 8.1781 0.2 -0.8 -0.4 0.128
H 15.3537 5.5301 9.0040 -0.1 0.0 -0.7 0.139
H 16.9652 5.5849 5.1997 -0.3 0.3 -0.2 0.135
H 14.7254 6.0762 4.2012 -0.1 -0.2 -0.1 0.122
```
Forces are in eV/Å.

Values from the calculation:
E_HOMO (spin up / spin down) ... -0.5170 / -0.5170 Eh
ΔE to the lowest compared entry with this formula, charge and spin ... 2.039 eV
Charge ... +2
Multiplicity ... 4

---

Energy for the records above, in order: -4755.410759, -4163.044591 hartree